DFT (the ωB97M-V functional and the def2-TZVPD basis) results for a cluster of 2 separate species, C14H35N3O2PSi2 in total.

Last column: Löwdin charge in e.
Cartesian coordinates (Å):
C1 4.139 2.585 -2.787  0.109
C2 3.115 2.364 -2.200  -0.198
C3 1.909 1.893 -1.533  -0.269
P1 2.270 0.659 -0.202  0.889
C4 3.373 -0.447 -1.238  -0.385
C5 2.666 -1.079 -2.444  -0.266
C6 3.419 -2.283 -3.011  -0.225
C7 4.823 -1.935 -3.532  -0.198
C8 5.959 -2.126 -2.504  -0.280
N1 6.760 -0.898 -2.314  -0.014
O1 1.189 1.654 0.869  -0.418
N2 1.601 1.622 2.195  -0.143
O2 1.799 2.700 2.618  0.024
H1 5.036 2.780 -3.322  0.027
H2 1.222 1.432 -2.244  0.106
H3 1.389 2.732 -1.074  0.086
H4 3.288 0.804 0.754  0.049
H5 1.349 -0.392 -0.069  0.053
H6 3.672 -1.260 -0.561  0.081
H7 4.293 0.052 -1.550  0.050
H8 1.671 -1.401 -2.117  0.103
H9 2.570 -0.331 -3.235  0.103
H10 3.476 -3.075 -2.259  0.108
H11 2.830 -2.683 -3.842  0.103
H12 5.034 -2.594 -4.376  0.096
H13 4.856 -0.901 -3.875  0.102
H14 5.540 -2.460 -1.551  0.093
H15 6.639 -2.905 -2.848  0.101
H16 7.736 -1.133 -2.192  0.052
H17 6.476 -0.411 -1.472  0.048
C9 -7.295 0.165 1.397  -0.219
Si1 -5.549 -0.062 2.102  0.196
C10 -5.293 -1.945 2.220  -0.211
C11 -5.646 0.558 3.899  -0.210
N3 -4.448 0.738 1.139  -0.236
Si2 -2.794 0.838 1.332  0.201
C12 -1.877 -0.830 1.260  -0.197
C13 -2.235 1.678 2.942  -0.193
C14 -2.072 1.878 -0.082  -0.202
H18 -8.053 -0.346 2.002  0.005
H19 -7.548 1.227 1.359  0.008
H20 -7.344 -0.234 0.381  0.008
H21 -6.163 -2.445 2.663  0.006
H22 -4.424 -2.192 2.837  0.003
H23 -5.134 -2.363 1.223  0.012
H24 -5.707 1.648 3.914  0.013
H25 -4.766 0.257 4.473  0.003
H26 -6.527 0.160 4.416  0.006
H27 -2.050 -1.422 2.163  0.007
H28 -0.793 -0.687 1.165  -0.017
H29 -2.222 -1.409 0.399  0.014
H30 -2.791 2.607 3.090  0.017
H31 -1.167 1.923 2.923  -0.010
H32 -2.406 1.034 3.809  0.007
H33 -2.506 2.880 -0.074  0.014
H34 -2.304 1.411 -1.043  0.012
H35 -0.987 1.973 0.006  -0.025

As for the charge: -1. Its energy above the lowest of the compared OMol25 structures with the same formula, charge and spin is 0.00 kJ/mol. The largest force on an atom comes out at 1.0 eV/A. The HOMO energy comes out at -3.55 eV.

DFT (the ωB97M-V functional and the def2-TZVPD basis) results for a cluster of 2 separate species, C8H19NO in total.

Last column: Löwdin charge in e.
Cartesian coordinates (Å):
C1 -0.638 -1.360 1.839  -0.305
C2 -1.085 0.111 1.867  -0.115
C3 -0.276 -1.934 3.208  -0.114
H1 0.267 -1.553 1.291  0.076
H2 -1.466 -1.878 1.292  0.111
H3 -0.279 0.610 1.404  0.023
H4 -1.859 0.321 1.119  0.046
H5 -1.117 -2.362 3.699  0.057
H6 -1.371 0.756 2.714  0.090
H7 0.200 -1.162 3.832  0.080
H8 0.502 -2.666 3.063  0.059
C4 -0.442 1.690 -1.353  -0.217
C5 -1.928 1.546 -1.515  -0.108
C6 0.115 -0.799 -1.645  -0.040
C7 2.873 0.004 -1.182  0.001
C8 1.813 1.090 -1.388  -0.496
O1 2.103 2.247 -1.606  0.058
N1 0.547 0.622 -1.835  -0.073
H9 -0.066 2.668 -1.387  0.085
H10 -0.289 1.546 -0.207  0.106
H11 -2.188 1.174 -2.600  0.107
H12 -2.406 2.580 -1.512  0.095
H13 0.868 -1.471 -1.442  0.029
H14 3.713 0.041 -1.876  0.084
H15 -2.428 0.838 -0.863  0.040
H16 -0.655 -0.894 -0.874  0.063
H17 -0.382 -0.998 -2.646  0.112
H18 3.260 0.284 -0.177  0.097
H19 2.615 -1.052 -1.219  0.051

As for the SMILES: CCN(C)C(C)=O.CCC. Its energy above the lowest of the compared OMol25 structures with the same formula, charge and spin is 303.31 kJ/mol. The largest force on an atom comes out at 4.9 eV/A. The HOMO energy comes out at -8.91 eV.

DFT (the ωB97M-V functional and the def2-TZVPD basis) results for a structure of composition C16H56B2HgO20P4.

Last column: Löwdin charge in e.
Cartesian coordinates (Å):
Hg1 0.182 1.393 -0.689  1.095
B1 1.034 -0.495 0.353  -0.469
H1 0.020 -0.758 -0.098  -0.012
H2 1.576 -1.334 0.900  0.017
H3 1.804 0.000 -0.351  -0.002
H4 0.885 0.387 1.087  -0.008
B2 -2.004 0.767 -1.399  -0.444
H5 -3.041 0.287 -1.443  0.005
H6 -1.872 1.631 -2.156  -0.030
H7 -1.836 1.169 -0.323  -0.039
H8 -1.175 0.005 -1.637  -0.083
C1 3.378 6.094 1.062  -0.102
O1 2.557 5.020 0.649  -0.202
P1 3.149 3.546 0.366  0.474
O2 2.130 2.577 -0.108  -0.279
O3 4.436 3.697 -0.594  -0.201
C2 4.453 3.336 -1.978  -0.079
O4 3.839 2.993 1.694  -0.199
C3 3.205 2.711 2.931  -0.078
H9 4.067 5.745 1.837  0.090
H10 2.791 6.867 1.557  0.091
H11 3.923 6.564 0.244  0.092
H12 4.437 4.183 -2.662  0.093
H13 3.542 2.785 -2.225  0.066
H14 5.306 2.687 -2.159  0.092
H15 3.657 3.275 3.750  0.091
H16 3.403 1.678 3.213  0.093
H17 2.141 2.946 2.965  0.080
C4 -0.650 1.651 3.858  -0.066
O5 -0.752 3.064 3.613  -0.202
P2 -1.182 3.590 2.188  0.394
O6 -0.568 2.905 1.042  -0.277
O7 -2.772 3.494 2.218  -0.197
C5 -3.506 3.693 1.018  -0.092
O8 -0.956 5.161 2.172  -0.179
C6 -1.154 5.970 3.290  -0.130
H18 0.309 1.512 4.366  0.079
H19 -0.553 1.023 2.973  0.084
H20 -1.382 1.364 4.610  0.100
H21 -4.196 2.873 0.792  0.095
H22 -2.847 3.653 0.150  0.085
H23 -4.206 4.524 1.101  0.090
H24 -0.255 6.293 3.810  0.092
H25 -1.896 5.568 3.993  0.092
H26 -1.742 6.880 3.114  0.092
C7 -6.592 -3.339 1.926  -0.080
O9 -5.738 -2.823 0.875  -0.231
P3 -4.413 -3.593 0.373  0.397
O10 -3.865 -4.599 1.318  -0.252
O11 -4.823 -4.256 -1.034  -0.217
C8 -5.931 -5.117 -1.138  -0.127
O12 -3.393 -2.453 0.001  -0.202
C9 -2.088 -2.675 -0.534  -0.067
H27 -7.619 -3.350 1.561  0.082
H28 -6.494 -2.551 2.668  0.090
H29 -6.334 -4.362 2.190  0.080
H30 -5.598 -5.876 -1.854  0.089
H31 -6.701 -4.657 -1.769  0.087
H32 -6.410 -5.583 -0.280  0.090
H33 -1.377 -2.585 0.286  0.090
H34 -1.852 -1.948 -1.305  0.049
H35 -2.088 -3.686 -0.946  0.092
C10 -0.376 -1.684 -3.966  -0.053
O13 0.875 -1.201 -4.519  -0.207
P4 1.249 0.316 -4.234  0.383
O14 1.135 0.761 -2.835  -0.256
O15 2.720 0.433 -4.872  -0.192
C11 3.775 -0.041 -4.038  -0.097
O16 0.368 1.163 -5.207  -0.194
C12 0.300 0.963 -6.619  -0.075
H36 -0.078 -2.041 -2.977  0.074
H37 -0.788 -2.520 -4.522  0.096
H38 -1.078 -0.862 -3.817  0.083
H39 3.534 -0.973 -3.522  0.091
H40 3.973 0.632 -3.201  0.066
H41 4.718 -0.160 -4.565  0.092
H42 -0.744 1.163 -6.858  0.094
H43 0.517 -0.076 -6.868  0.090
H44 0.922 1.642 -7.198  0.091
C13 1.992 -2.679 4.284  -0.254
C14 1.029 -1.574 3.912  -0.265
O17 0.282 -1.887 2.747  -0.117
O18 1.387 -3.933 4.517  -0.061
H45 2.641 -2.533 5.153  0.116
H46 2.711 -2.754 3.456  0.113
H47 1.545 -0.619 3.744  0.105
H48 0.247 -1.339 4.644  0.119
H49 0.827 -1.517 1.999  -0.015
H50 0.476 -3.911 4.200  0.084
C15 2.071 -3.993 -0.475  -0.237
C16 2.304 -5.256 -1.292  -0.214
O19 1.037 -5.811 -1.708  -0.098
O20 1.967 -2.857 -1.336  -0.088
H51 3.006 -3.942 0.104  0.112
H52 1.302 -4.008 0.298  0.127
H53 2.717 -6.134 -0.793  0.119
H54 2.836 -5.101 -2.237  0.117
H55 0.554 -5.058 -2.070  0.064
H56 1.679 -2.128 -0.763  0.001

The largest force on an atom comes out at 2.8 eV/A. The HOMO energy comes out at -9.26 eV.

DFT (the ωB97M-V functional and the def2-TZVPD basis) results for an isolated molecule of C4H6.

Last column: Löwdin charge in e.
Cartesian coordinates (Å):
C1 -0.354 -1.090 -0.875  -0.093
C2 0.146 -0.519 0.400  -0.148
C3 0.203 0.796 0.755  -0.295
C4 -0.601 1.928 0.512  0.091
H1 0.478 -1.013 -1.598  0.094
H2 -1.195 -0.512 -1.267  0.081
H3 -0.612 -2.150 -0.782  0.074
H4 0.740 -1.184 1.024  0.099
H5 1.134 0.920 1.321  0.100
H6 0.061 2.823 0.511  -0.004

Its energy above the lowest of the compared OMol25 structures with the same formula, charge and spin is 334.43 kJ/mol. The largest force on an atom comes out at 1.1 eV/A. The HOMO energy (spin up / spin down) comes out at -8.11 / -8.63 eV.

DFT (the ωB97M-V functional and the def2-TZVPD basis) results for a structure of composition C3H2O4Yb.

Last column: Löwdin charge in e.
Cartesian coordinates (Å):
C1 -2.418 -0.342 0.694  -0.099
C2 -1.847 -0.039 -1.067  -0.059
O1 -1.190 0.910 -1.391  -0.135
O2 -3.210 -1.232 0.839  0.197
H1 -2.486 0.572 1.318  0.176
H2 -1.053 -1.094 -0.668  0.100
O3 1.031 -0.638 0.762  -0.079
O4 1.840 0.052 -0.070  -0.211
C3 0.165 -1.425 0.913  0.352
Yb1 1.108 1.725 -1.535  1.759

As for the charge: +2. Its energy above the lowest of the compared OMol25 structures with the same formula, charge and spin is 696.50 kJ/mol. The largest force on an atom comes out at 7.3 eV/A. The HOMO energy (spin up / spin down) comes out at -17.35 / -17.24 eV.

DFT (the ωB97M-V functional and the def2-TZVPD basis) results for a cluster of 8 separate species, C32H62BClF3O7S in total.

Last column: Löwdin charge in e.
Cartesian coordinates (Å):
F1 -0.020 -3.488 -1.414  0.112
C1 1.223 -3.168 -1.772  -0.317
F2 1.239 -2.740 -3.029  0.121
C2 2.293 -3.280 -1.019  -0.237
F3 2.099 -3.387 0.315  0.064
C3 3.701 -3.390 -1.484  -0.166
C4 4.578 -2.158 -1.227  -0.283
B1 4.330 -0.963 -2.296  -1.250
S1 2.874 0.176 -1.631  0.534
Cl1 5.926 0.091 -2.478  0.315
H1 4.095 -4.268 -0.956  0.117
H2 3.680 -3.623 -2.551  0.112
H3 5.624 -2.466 -1.319  0.073
H4 4.412 -1.788 -0.211  0.071
H5 4.037 -1.373 -3.399  0.009
H6 3.328 1.402 -1.908  -0.225
C5 3.755 0.878 3.875  -0.165
C6 3.358 -0.586 4.051  -0.165
C7 2.912 -0.952 2.638  -0.208
O1 3.689 -0.155 1.754  -0.163
C8 4.371 0.859 2.479  -0.201
H7 4.443 1.246 4.635  0.086
H8 2.862 1.510 3.884  0.112
H9 4.232 -1.177 4.336  0.113
H10 2.581 -0.747 4.799  0.092
H11 1.851 -0.718 2.484  0.120
H12 3.065 -2.004 2.393  0.108
H13 5.438 0.609 2.523  0.118
H14 4.264 1.806 1.946  0.118
C9 -4.276 -2.809 -0.457  -0.161
C10 -3.321 -3.537 -1.396  -0.176
C11 -3.056 -4.824 -0.635  -0.204
O2 -4.247 -5.104 0.115  -0.148
C12 -5.108 -3.963 0.089  -0.210
H15 -4.876 -2.044 -0.950  0.099
H16 -3.717 -2.332 0.352  0.118
H17 -3.821 -3.752 -2.345  0.109
H18 -2.410 -2.984 -1.613  0.101
H19 -2.223 -4.702 0.063  0.116
H20 -2.839 -5.672 -1.286  0.116
H21 -5.960 -4.179 -0.568  0.113
H22 -5.487 -3.781 1.096  0.112
C13 7.836 3.405 7.204  -0.173
C14 7.119 2.568 8.263  -0.173
C15 5.825 2.207 7.542  -0.205
O3 6.150 2.128 6.156  -0.154
C16 7.447 2.675 5.924  -0.201
H23 8.914 3.462 7.344  0.108
H24 7.437 4.422 7.197  0.112
H25 7.695 1.666 8.481  0.112
H26 6.945 3.097 9.199  0.108
H27 5.064 2.982 7.685  0.118
H28 5.406 1.252 7.862  0.119
H29 8.143 1.857 5.708  0.119
H30 7.404 3.328 5.052  0.119
C17 -5.085 1.073 -4.764  -0.169
C18 -5.540 -0.338 -5.128  -0.161
C19 -5.501 -1.025 -3.770  -0.214
O4 -5.797 -0.025 -2.796  -0.146
C20 -5.741 1.271 -3.406  -0.198
H31 -5.377 1.827 -5.492  0.114
H32 -3.998 1.104 -4.665  0.112
H33 -6.560 -0.317 -5.520  0.114
H34 -4.903 -0.825 -5.864  0.092
H35 -4.500 -1.426 -3.569  0.111
H36 -6.223 -1.840 -3.679  0.116
H37 -6.761 1.658 -3.508  0.119
H38 -5.184 1.944 -2.760  0.096
C21 -0.647 0.693 -7.541  -0.162
C22 -1.154 -0.636 -8.099  -0.167
C23 -2.555 -0.700 -7.505  -0.217
O5 -3.005 0.652 -7.389  -0.159
C24 -1.908 1.545 -7.588  -0.204
H39 0.175 1.124 -8.111  0.112
H40 -0.313 0.562 -6.510  0.120
H41 -1.206 -0.592 -9.190  0.111
H42 -0.539 -1.490 -7.819  0.114
H43 -2.536 -1.155 -6.509  0.115
H44 -3.261 -1.254 -8.126  0.115
H45 -2.022 2.031 -8.564  0.114
H46 -1.934 2.314 -6.814  0.114
C25 -0.092 -3.167 7.711  -0.173
C26 -0.925 -2.052 7.080  -0.171
C27 0.026 -0.865 7.181  -0.207
O6 1.344 -1.401 7.085  -0.154
C28 1.305 -2.822 7.210  -0.207
H47 -0.407 -4.168 7.419  0.110
H48 -0.134 -3.098 8.800  0.110
H49 -1.129 -2.285 6.033  0.115
H50 -1.875 -1.873 7.582  0.108
H51 -0.080 -0.353 8.144  0.114
H52 -0.117 -0.134 6.384  0.118
H53 1.494 -3.269 6.228  0.119
H54 2.097 -3.138 7.891  0.115
C29 -2.761 5.578 -3.122  -0.165
C30 -3.954 6.517 -3.292  -0.172
C31 -5.033 5.557 -3.778  -0.207
O7 -4.744 4.295 -3.179  -0.162
C32 -3.437 4.318 -2.598  -0.199
H55 -1.996 5.955 -2.445  0.113
H56 -2.295 5.383 -4.090  0.113
H57 -4.235 6.947 -2.328  0.111
H58 -3.774 7.335 -3.990  0.108
H59 -5.001 5.447 -4.869  0.116
H60 -6.040 5.861 -3.492  0.115
H61 -3.536 4.346 -1.507  0.120
H62 -2.911 3.403 -2.872  0.119

As for the charge: -1. The largest force on an atom comes out at 0.6 eV/A. The HOMO energy comes out at -4.05 eV.

DFT (the ωB97M-V functional and the def2-TZVPD basis) results for a cluster of 2 separate species, C7H10O in total.

Last column: Löwdin charge in e.
Cartesian coordinates (Å):
C1 0.217 1.241 0.343  -0.126
C2 1.325 1.470 -0.624  -0.108
C3 -0.865 1.035 0.824  0.098
C4 2.463 0.435 -0.347  -0.376
C5 1.965 -0.840 0.343  -0.028
C6 -3.074 -0.393 -0.041  -0.120
C7 -2.074 -1.255 -0.077  -0.133
O1 3.586 0.414 -0.848  0.061
H1 1.626 2.553 -0.569  0.133
H2 -1.691 0.980 1.372  -0.006
H3 1.134 -1.417 -0.010  0.070
H4 1.669 -0.610 1.366  0.088
H5 2.741 -1.530 0.309  0.055
H6 -3.054 0.171 -0.990  0.073
H7 -3.791 -0.318 0.764  0.061
H8 1.050 1.365 -1.666  0.121
H9 -1.838 -1.964 0.777  0.081
H10 -1.388 -1.337 -0.927  0.057

As for the SMILES: C#CCC(C)=O.C=C. Its energy above the lowest of the compared OMol25 structures with the same formula, charge and spin is 404.87 kJ/mol. The largest force on an atom comes out at 3.8 eV/A. The HOMO energy comes out at -9.48 eV.